A structure of composition C21H6Br4Cl3I2NO4Os. Source: OMol25; level of theory: ωB97M-V/def2-TZVPD.

XYZ file:
```
42
C21H6Br4Cl3I2NO4Os | OMol25 | ωB97M-V/def2-TZVPD
Os 0.436 0.178 -1.559
Br 4.303 -5.605 -1.625
C 3.722 -3.830 -1.395
C 4.556 -2.881 -0.794
Br 6.279 -3.361 -0.205
C 4.118 -1.569 -0.619
Br 5.153 -0.228 0.195
C 2.852 -1.213 -1.059
O 2.313 -0.006 -0.929
C 2.024 -2.159 -1.666
O 0.830 -1.691 -2.036
C 2.445 -3.469 -1.826
Br 1.243 -4.671 -2.625
I 1.826 5.172 -1.141
C 1.163 3.805 0.263
C 1.076 4.165 1.630
C 0.611 3.298 2.580
I 0.506 3.929 4.563
C 0.202 1.986 2.213
C -0.320 0.984 3.058
C -0.679 -0.233 2.539
C -0.515 -0.489 1.172
N -0.030 0.436 0.367
C 0.323 1.657 0.858
C 0.786 2.548 -0.129
O 0.763 2.095 -1.382
H 1.382 5.161 1.917
H -0.435 1.185 4.115
H -1.080 -1.013 3.169
H -0.765 -1.444 0.726
Cl -6.536 -0.317 0.578
C -4.997 -0.267 -0.215
C -4.339 0.942 -0.347
C -3.107 0.974 -0.980
Cl -2.340 2.506 -1.203
C -2.513 -0.183 -1.489
O -1.340 -0.211 -2.146
C -3.220 -1.384 -1.344
Cl -2.503 -2.836 -1.934
C -4.450 -1.437 -0.713
H -4.779 1.856 0.025
H -4.966 -2.380 -0.610
```

Output
energy relative to the best compared isomer or geometry (same formula, charge and spin): 10.1 kcal per mole
lowest unoccupied orbital energy (spin up / spin down): -2.0 / -2.1 eV
E_tot: -13522.28686 hartree
HOMO level (spin up / spin down): -8.0 / -8.0 eV
HOMO-LUMO gap (spin up / spin down): 6.021 / 5.874 eV
net charge: 0